The following is a DFT calculation (wB97M-V/def2-TZVPD) of a cluster of 13 separate species, C20H66F6N2O12P in total at a distorted geometry.

Summary:
**HOMO level**: -6.6409 eV
**Total charge**: -1
**Kohn-Sham gap**: 0.3284 Eh

CARTESIAN COORDINATES (ANGSTROEM)
P: 0.0330 0.6502 -0.4682
F: 0.7219 -0.2718 -1.5857
F: -1.4505 0.0295 -0.8856
F: 0.1733 -0.5134 0.6370
F: -0.6377 1.5962 0.6756
F: 1.4626 1.2892 -0.1493
F: -0.2665 1.8137 -1.5635
C: -4.0627 -1.8343 -1.3269
C: -5.2919 -2.5864 -1.8059
O: -5.6616 -2.1579 -3.1146
H: -4.3498 -0.8112 -1.0540
H: -3.2419 -1.6715 -2.0245
H: -3.6980 -2.2941 -0.4038
H: -6.1018 -2.3508 -1.0954
H: -5.1555 -3.6681 -1.7464
H: -6.2893 -2.7760 -3.4961
C: -3.4389 -1.3555 3.5228
C: -2.4036 -0.8255 2.6179
O: -3.0758 -0.0426 1.5984
H: -3.9893 -0.5725 4.0439
H: -3.0112 -2.0342 4.2696
H: -4.1449 -1.9706 2.9599
H: -1.9190 -1.6715 2.1190
H: -1.6552 -0.2229 3.1362
H: -2.4792 0.0299 0.8404
C: -2.3364 3.1929 3.4842
C: -3.8378 3.0465 3.2815
O: -4.1259 2.6257 1.9664
H: -2.0409 3.3173 4.5282
H: -1.9889 4.0456 2.9056
H: -1.8382 2.2855 3.1372
H: -4.3472 4.0018 3.4124
H: -4.2729 2.3302 3.9944
H: -3.6527 1.7826 1.8401
C: 1.2246 5.0034 2.8781
C: 1.8433 3.8007 2.2071
O: 1.3048 2.6189 2.7671
H: 1.4411 4.9472 3.9488
H: 0.1560 5.0105 2.6897
H: 1.6836 5.9318 2.5311
H: 2.9335 3.7893 2.2883
H: 1.6197 3.8138 1.1317
H: 0.8994 2.1345 2.0402
C: -1.1648 6.8876 -1.7046
C: -0.4756 5.7141 -1.0634
O: -0.3388 4.6698 -2.0300
H: -1.3229 7.6923 -0.9887
H: -2.1162 6.5651 -2.1277
H: -0.5619 7.2539 -2.5400
H: -1.0610 5.3417 -0.2058
H: 0.4957 5.9856 -0.6225
H: -0.3517 3.8208 -1.5724
C: 2.4035 -2.6569 1.5193
C: 3.3281 -3.4894 0.6958
O: 3.2274 -4.8912 0.9905
H: 1.3253 -2.7714 1.4043
H: 2.5736 -1.5961 1.3035
H: 2.5757 -2.7471 2.5980
H: 4.3610 -3.1579 0.8844
H: 3.1695 -3.2855 -0.3725
H: 3.9560 -5.3370 0.5510
C: 5.9445 1.2338 -1.3726
C: 5.1273 1.3141 -0.0929
C: 6.0622 1.5043 1.0897
O: 5.4145 1.4075 2.3353
C: 5.1235 0.0904 2.6949
N: 4.2591 2.5033 -0.1480
H: 5.4318 0.6998 -2.1684
H: 6.8955 0.7306 -1.1662
H: 6.1618 2.2474 -1.7117
H: 4.5219 0.4086 0.0539
H: 6.4534 2.5218 1.0249
H: 6.9305 0.8203 1.0724
H: 4.7536 0.0700 3.7130
H: 6.0028 -0.5624 2.5642
H: 4.3463 -0.3572 2.0485
H: 3.5549 2.4220 0.5788
H: 3.7473 2.5038 -1.0313
C: -2.7529 -7.5469 -1.3704
C: -1.3375 -7.0391 -1.3362
C: -1.2637 -5.5531 -1.7196
O: 0.1132 -5.2953 -1.8045
C: 0.5406 -3.9671 -1.7192
N: -0.7622 -7.3330 -0.0141
H: -2.8041 -8.5520 -0.9519
H: -3.1358 -7.6235 -2.3938
H: -3.4289 -6.8719 -0.8476
H: -0.7463 -7.5406 -2.1068
H: -1.7200 -4.8743 -0.9962
H: -1.7242 -5.4606 -2.7196
H: 0.4448 -3.4245 -2.6718
H: 1.6003 -4.0434 -1.4855
H: 0.0687 -3.3395 -0.9522
H: 0.0543 -6.7388 0.1262
H: -1.4222 -7.0299 0.7018
O: -3.0775 1.7648 -2.5919
H: -2.6768 1.1122 -1.9990
H: -3.5052 2.3973 -2.0053
O: -0.0707 2.7230 -4.6102
H: 0.0034 3.3419 -3.8668
H: -0.3847 1.9093 -4.1962
O: -1.7643 -0.1435 -4.4058
H: -1.5993 -0.7406 -3.6675
H: -1.9347 0.7139 -3.9900
O: 2.7668 2.2261 -2.8064
H: 2.0093 1.6256 -2.8047
H: 3.0239 2.2909 -3.7318

These are the Mulliken partial charges, in e, on atoms 1 to 4:
1. P 1.916
2. F -0.405
3. F -0.583
4. F -0.338

The following is a DFT calculation (wB97M-V/def2-TZVPD) of a cluster of 13 separate species, C20H66O13 in total at a distorted geometry.

Summary:
**HOMO level**: -9.3708 eV
**Energy above the lowest of the compared OMol25 structures with the same formula, charge and spin**: 5.660 eV
**Kohn-Sham gap**: 0.3461 Eh

CARTESIAN COORDINATES (ANGSTROEM)
C: 1.8713 3.2750 -1.9636
C: 2.6053 2.2630 -2.8056
O: 3.0563 2.7370 -4.0276
H: 1.5623 2.8030 -1.0656
H: 1.0413 3.6570 -2.5196
H: 2.4193 4.1560 -1.6646
H: 1.9133 1.4640 -3.0746
H: 3.3843 1.7370 -2.3316
H: 2.4233 2.6100 -4.7266
C: -0.5657 -0.1570 -3.9676
C: 0.0673 -1.4090 -3.3596
O: 1.2523 -0.9520 -2.7056
H: -0.4707 -0.2160 -5.0816
H: -0.0757 0.8000 -3.6916
H: -1.6357 -0.1680 -3.8066
H: 0.2423 -2.2010 -4.0966
H: -0.4607 -2.0090 -2.5926
H: 1.1303 -1.0960 -1.7756
C: -0.4337 4.2380 0.4534
C: -1.4927 4.9410 1.3014
O: -1.9727 6.1020 0.6754
H: -0.4107 3.1890 0.6754
H: 0.6033 4.6990 0.5124
H: -0.7377 4.3500 -0.5886
H: -1.0877 5.1070 2.3354
H: -2.3777 4.3560 1.4534
H: -2.6887 6.5090 1.1424
C: 1.3573 1.1110 3.0624
C: 1.6013 2.5890 2.7564
O: 2.3383 2.5260 1.5524
H: 2.2543 0.4060 2.9784
H: 0.6883 0.6100 2.3284
H: 0.8023 0.9210 4.0044
H: 2.1213 3.1180 3.5544
H: 0.6173 3.0360 2.7584
H: 2.7863 3.3660 1.3434
C: -3.0877 -1.4120 3.6774
C: -1.6207 -1.1250 3.4254
O: -1.5007 -0.6280 2.1124
H: -3.6637 -0.5020 3.5864
H: -3.2747 -1.6740 4.7524
H: -3.5507 -2.1920 3.0674
H: -0.9857 -2.0220 3.5744
H: -1.3297 -0.3300 4.0824
H: -1.8057 0.2700 2.1344
C: 2.4593 -3.1650 -0.8796
C: 3.7553 -3.8350 -0.4746
O: 3.9763 -3.5350 0.8994
H: 2.4943 -2.1380 -0.6956
H: 1.6353 -3.5410 -0.2656
H: 2.1883 -3.3410 -1.9006
H: 4.5423 -3.5530 -1.1396
H: 3.7453 -4.9040 -0.5586
H: 3.1613 -3.8820 1.3764
C: 1.6403 -2.3320 2.3984
C: 1.4473 -3.6980 3.0114
O: 1.8873 -4.6480 2.1204
H: 0.9943 -1.7210 3.0574
H: 1.3033 -2.2940 1.3914
H: 2.6993 -2.0330 2.4984
H: 0.4023 -3.7880 3.2064
H: 2.0483 -3.7160 3.9174
H: 1.5923 -5.5190 2.3524
C: -1.9707 2.3740 -2.6806
O: -2.7677 2.3600 -3.8326
H: -2.0467 1.4040 -2.2626
H: -2.3217 3.0640 -1.9356
H: -0.9327 2.5350 -2.9326
H: -2.2757 1.9980 -4.5756
C: -4.0237 0.7120 0.5304
O: -5.3767 0.8570 0.0364
H: -3.2647 1.2040 -0.0266
H: -3.8977 -0.3570 0.4664
H: -3.9717 0.9130 1.5674
H: -5.6337 1.7510 0.3054
C: 0.1263 0.7040 -0.2386
O: 0.2803 -0.6920 -0.1316
H: 0.8013 1.2640 0.3174
H: -0.8497 0.9590 0.1774
H: 0.0823 1.0280 -1.2836
H: 0.0863 -1.0600 0.7134
C: -1.2997 -3.3190 0.0584
O: -2.2367 -4.3620 0.1364
H: -0.5437 -3.5520 -0.6656
H: -0.8707 -3.1290 1.0944
H: -1.8017 -2.3720 -0.2426
H: -2.0027 -4.9960 -0.5536
C: 3.8373 0.0950 -0.0986
O: 4.7053 -0.8230 0.4374
H: 4.1723 1.1550 -0.0346
H: 2.8853 0.0300 0.4174
H: 3.6193 -0.1150 -1.1516
H: 4.2553 -1.6240 0.5794
C: -3.3217 -1.1090 -2.0676
O: -4.2297 -0.1220 -2.4246
H: -3.9037 -1.7470 -1.4446
H: -2.5677 -0.6380 -1.5066
H: -2.8357 -1.5550 -2.8506
H: -4.7877 -0.0490 -1.6666

These are the Mulliken partial charges, in e, on atoms 1 to 4:
1. C -0.427
2. C 0.178
3. O -0.620
4. H -0.337